[1]
Below is a structure of composition C24H43IrN2P3S at a distorted geometry, with properties calculated with ωB97M-V/def2-TZVPD.

Calculated values
Multiplicity: 6
Orbital gap (alpha / beta): 5.2 / 2.9 eV
Net charge: +4

Atoms and positions in Å:
Ir1 0.2027 -0.3037 0.8564
P1 -1.7772 -0.3453 2.0547
P2 1.9188 0.0583 2.3153
P3 0.4408 -2.4978 0.9792
H1 -0.8206 -0.3858 -6.8816
C1 -1.1254 -1.3631 -6.4734
C2 -2.3784 -1.5344 -6.0346
H2 -2.9327 -0.6611 -5.6372
C3 -2.8935 1.0884 1.8628
C4 -1.4795 -0.5666 3.8344
C5 -3.0169 -1.6495 1.6280
C6 3.3255 0.2337 1.1706
C7 1.8842 1.5951 3.2556
C8 2.1893 -1.2718 3.5523
C9 -0.3072 -3.6640 -0.2729
C10 -0.0611 -3.4848 2.4773
C11 2.2083 -2.9274 0.5746
H3 -0.3602 -2.1608 -6.4623
H4 -2.9291 -2.4914 -6.1524
H5 -2.8553 1.4738 0.8431
H6 -2.6525 1.8808 2.5684
H7 -3.9055 0.7355 2.0603
H8 -0.7770 0.1893 4.1973
H9 -1.0951 -1.5707 4.0175
H10 -2.4468 -0.4479 4.3197
H11 -3.4746 -1.3952 0.6728
H12 -3.7577 -1.5874 2.4126
H13 -2.5950 -2.6481 1.5916
H14 4.1899 0.4838 1.7810
H15 3.1069 1.0433 0.4701
H16 3.4868 -0.6831 0.6067
H17 2.7776 1.5862 3.8744
H18 0.9868 1.6454 3.8675
H19 1.9042 2.4297 2.5639
H20 3.0566 -0.9663 4.1427
H21 2.3817 -2.2299 3.0581
H22 1.3017 -1.3452 4.1889
H23 0.0373 -4.6820 -0.0603
H24 -0.0275 -3.4234 -1.2997
H25 -1.3959 -3.6801 -0.2449
H26 0.2581 -4.5213 2.3656
H27 -1.1411 -3.4858 2.5924
H28 0.3653 -3.1145 3.4038
H29 2.3151 -3.9907 0.3140
H30 2.9155 -2.7252 1.3880
H31 2.5304 -2.3393 -0.2957
C12 -0.6770 -0.4894 -2.9157
C13 0.6372 -1.0381 -3.0605
C14 1.3406 -0.6927 -4.2695
C15 0.9147 0.4696 -5.0504
C16 -0.3281 1.0947 -4.7877
C17 -1.1115 0.5483 -3.7802
S1 -2.1393 -0.8388 -1.8480
H32 -1.4638 -1.4514 -0.8386
H33 1.0254 -1.7195 -2.2511
H34 2.1968 -1.3219 -4.5480
H35 1.4119 0.8154 -5.9749
H36 -0.7226 1.9437 -5.4370
H37 -2.1488 0.8551 -3.6511
N1 1.0273 3.2488 -1.3503
C18 1.0014 1.9258 -1.0776
N2 0.4039 1.6822 0.0720
C19 -0.0118 2.9288 0.5881
C20 -0.4707 3.2678 1.8861
C21 -0.5415 4.6334 2.2371
C22 -0.1758 5.6390 1.3325
C23 0.2753 5.2920 0.0430
C24 0.3793 3.9414 -0.3032
H38 1.4412 3.6940 -2.1453
H39 1.4563 1.1891 -1.7056
H40 -0.7477 2.4684 2.6090
H41 -0.8501 4.8893 3.2617
H42 -0.2620 6.6792 1.6205
H43 0.5620 6.0458 -0.7015

Force components x, y, z for each atom (eV/Å):
-0.734 0.873 -0.340
-1.825 0.170 0.300
0.801 0.302 0.800
0.827 -3.617 -1.213
-0.153 -0.483 -0.079
2.304 0.164 -0.887
-2.568 -0.129 0.383
0.118 -0.636 -0.202
0.093 -0.052 0.218
-0.077 0.090 -0.260
0.945 0.325 0.022
-0.088 -0.157 0.376
0.147 -0.452 -0.120
0.228 0.446 -0.472
-0.202 0.313 0.090
0.382 0.495 -0.056
0.068 -0.306 0.243
-0.390 0.302 -0.076
0.339 0.462 0.167
0.067 0.073 0.065
-0.111 0.005 -0.134
-0.056 0.078 0.072
-0.170 -0.138 0.045
-0.061 0.152 0.121
0.001 -0.020 0.281
-0.146 -0.039 0.042
-0.404 -0.171 0.113
-0.131 -0.061 -0.046
0.349 0.019 -0.162
0.069 0.014 0.227
0.185 0.128 0.157
0.070 0.265 0.240
0.117 0.067 0.146
0.048 0.176 0.031
-0.053 -0.209 0.129
-0.001 0.363 0.466
0.282 0.089 -0.008
-0.002 0.200 0.028
0.192 0.063 0.058
-0.130 0.009 0.173
0.102 0.046 -0.223
-0.041 -0.008 -0.108
0.051 0.017 -0.021
-0.177 0.253 0.162
-0.223 -0.065 -0.359
-0.206 -0.145 0.179
-1.546 0.286 0.933
0.160 -0.103 -0.635
-1.011 0.598 1.481
-0.492 -1.071 -0.034
-0.085 0.321 -0.203
-0.529 0.346 -0.699
2.633 0.204 -1.463
0.162 -0.126 0.150
-0.325 0.515 -1.411
-0.104 0.727 0.126
0.308 -0.471 0.781
0.703 -1.184 1.016
0.213 0.363 -0.142
-0.717 0.141 0.599
-0.084 1.473 0.137
-0.435 -0.136 -0.225
0.217 0.353 0.958
-0.166 0.230 -0.071
-0.021 -1.359 0.269
0.143 -0.686 -1.303
-0.011 0.634 -0.065
0.257 -0.847 0.588
0.270 0.042 -0.333
0.139 -0.172 -0.208
0.391 0.895 -0.644
0.089 -0.042 -0.638
0.099 -0.052 -0.086
-0.093 -0.153 0.552

Atom charges from the Löwdin analysis, given in e for atoms 1 to 5: atom 1 (Ir): 0.8023, atom 2 (P): 0.6251, atom 3 (P): 0.6566, atom 4 (P): 0.5782, atom 5 (H): 0.1240

---

[2]
Below is a cluster of 11 separate species, C16H54N6O11 in total at a distorted geometry, with properties calculated with ωB97M-V/def2-TZVPD.

Calculated values
Multiplicity: 1
Orbital gap: 7.7 eV
Net charge: 0
ΔE to the lowest compared entry with this formula, charge and spin: 72.7 kcal per mole

Atoms and positions in Å:
C1 -2.6827 1.6848 -1.2615
C2 -1.3977 2.5138 -1.3825
O1 -1.1757 3.3608 -0.2535
H1 -2.9017 1.1968 -2.2185
H2 -3.5117 2.4168 -1.3795
H3 -2.8087 1.1498 -0.2815
H4 -1.4607 3.0408 -2.2985
H5 -0.5327 1.8898 -1.5165
H6 -0.7977 4.2038 -0.6525
C3 1.1653 0.9718 4.4925
C4 1.4483 2.1738 3.5785
O2 1.7293 1.8588 2.3115
H7 0.2223 0.5258 4.3465
H8 1.1213 1.4538 5.5355
H9 1.9673 0.1898 4.4305
H10 2.3523 2.5998 3.9635
H11 0.7013 3.0058 3.5645
H12 0.8533 1.5708 2.0945
C5 -0.4907 -1.9422 1.2395
C6 -0.2857 -0.7762 0.2995
O3 -0.6557 0.4518 0.9245
H13 0.1963 -2.7542 0.9185
H14 -1.5037 -2.3482 1.1955
H15 -0.2187 -1.7062 2.2885
H16 -0.7957 -0.9682 -0.7045
H17 0.7523 -0.5142 0.0395
H18 -0.7637 1.1278 0.2285
C7 4.4933 -0.7112 3.0375
C8 3.9473 -1.2592 1.7625
O4 3.4583 -0.1672 1.0455
H19 4.4613 -1.4752 3.8505
H20 3.8893 0.0558 3.3965
H21 5.4273 -0.2572 2.8995
H22 3.1023 -1.9162 1.9275
H23 4.6213 -1.7902 1.0735
H24 2.8683 0.2658 1.5995
C9 -0.7337 -4.3982 -2.5485
C10 -0.8607 -3.1742 -3.5015
O5 -1.7367 -2.2822 -2.8875
H25 -0.5097 -4.1072 -1.5305
H26 -0.0467 -5.1642 -2.8755
H27 -1.6977 -4.9282 -2.5465
H28 -1.3807 -3.5202 -4.4675
H29 0.2003 -2.8252 -3.5885
H30 -1.3147 -1.4122 -2.7295
C11 -2.2437 3.4548 3.2765
O6 -2.7437 2.9578 4.4765
N1 -1.5857 4.5628 3.1455
N2 -2.3837 2.8128 2.1755
H31 -1.0927 4.9708 3.9905
H32 -1.0607 4.9038 2.2945
H33 -2.8557 1.9168 2.2705
H34 -1.8387 3.1458 1.3535
C12 -0.1977 -0.0502 -4.2615
O7 -0.6697 0.0898 -2.9665
N3 0.9243 -0.6612 -4.4845
N4 -0.8017 0.4218 -5.3595
H35 1.2483 -1.2372 -3.6965
H36 1.4293 -0.8852 -5.3445
H37 -1.7497 0.8988 -5.2875
H38 -0.2947 0.4188 -6.3025
C13 2.4883 -2.0222 -1.8865
O8 1.9793 -2.8132 -0.9315
N5 2.5863 -2.3312 -3.1025
N6 2.8263 -0.8192 -1.6115
H39 2.4193 -3.4022 -3.2235
H40 3.0343 -1.7082 -3.6495
H41 3.0933 -0.6042 -0.6285
H42 3.1673 -0.0932 -2.2135
C14 2.1683 2.7268 -1.4555
O9 3.4153 3.2268 -1.1495
H43 2.2653 1.7178 -1.7905
H44 1.5943 3.3238 -2.1735
H45 1.6443 2.6128 -0.4785
H46 4.0223 2.5698 -1.4585
C15 -3.7457 -2.4972 -0.3735
O10 -2.8777 -3.6282 -0.4765
H47 -4.7927 -2.6672 -0.5065
H48 -3.3217 -1.6262 -0.9185
H49 -3.7837 -2.1952 0.6405
H50 -2.5137 -3.5922 -1.3665
C16 -3.1827 -0.2422 3.6645
O11 -3.3167 0.2478 2.4245
H51 -2.2977 0.1048 4.2195
H52 -3.0157 -1.2862 3.6445
H53 -4.1057 -0.0342 4.1955
H54 -2.5447 -0.0022 1.9035

Force components x, y, z for each atom (eV/Å):
-1.074 1.704 -0.005
-0.490 -1.544 0.376
0.765 2.252 -1.504
0.778 -1.052 0.648
0.259 -0.048 0.973
0.080 0.102 -1.370
-0.128 1.016 -0.859
0.472 -0.556 0.061
-0.632 -1.538 1.163
0.932 1.564 1.645
0.409 1.267 3.445
0.310 -1.156 -2.994
-1.219 -0.608 -0.414
0.197 -1.113 -1.204
-0.636 0.868 0.115
0.600 0.619 0.552
0.018 -0.810 0.694
-0.839 -0.912 -1.958
0.898 -0.508 0.116
0.821 0.195 -1.443
-1.465 0.925 0.146
-0.447 0.407 0.116
0.067 0.178 0.048
-0.170 0.117 -0.522
0.268 0.415 1.424
0.057 -1.345 -0.016
0.164 -0.508 0.602
0.166 -2.585 1.013
-0.440 -0.530 -0.353
1.474 -0.304 -2.925
0.605 0.439 -0.571
-1.431 1.376 0.457
1.653 0.280 -0.027
-0.099 -0.557 0.290
0.178 0.139 0.616
-2.006 1.871 1.478
-1.125 -0.260 -0.830
0.239 -2.078 0.301
-0.384 0.454 0.192
0.291 0.228 0.073
0.591 -0.034 -0.230
0.068 0.153 0.143
1.371 0.540 0.926
-1.290 0.095 -0.528
-0.100 -0.061 -0.140
-3.063 -3.909 6.797
2.521 2.749 -5.270
4.470 5.890 1.494
-0.137 -1.210 -2.705
-1.473 -0.911 -1.260
-1.353 -1.253 1.148
-0.014 -0.051 -0.481
-1.100 -0.927 0.783
-3.117 1.706 4.361
2.047 -0.391 -6.144
3.128 -1.841 1.003
-1.688 1.538 -1.688
-0.306 0.688 -0.625
-1.099 0.472 0.144
2.131 -0.962 -0.099
-1.341 -0.033 2.208
-3.302 -3.472 8.699
2.265 2.499 -4.072
-1.915 -7.782 -3.119
1.808 4.544 3.181
0.671 2.848 -0.547
2.150 1.348 -2.659
-0.800 -0.115 -0.289
0.022 -0.463 -0.776
-1.540 -0.495 1.529
1.108 1.044 -0.130
-0.333 -0.724 -0.696
0.138 0.025 0.112
-0.322 0.336 -0.722
0.891 -0.085 -0.014
1.357 0.496 0.153
-0.842 0.377 -0.067
-0.692 -0.486 -1.244
-0.634 -0.570 -0.058
0.534 0.343 1.422
0.016 0.107 -0.009
0.482 -0.620 2.882
-0.196 1.014 -3.106
-0.371 0.691 -0.002
-0.226 -1.637 -0.040
0.155 0.090 0.385
0.218 0.033 -0.200

Atom charges from the Löwdin analysis, given in e for atoms 1 to 5: atom 1 (C): -0.0607, atom 2 (C): -0.3237, atom 3 (O): -0.1211, atom 4 (H): 0.0721, atom 5 (H): 0.0858

---

Number 1: total energy -70061.793 eV. Number 2: total energy -48926.071 eV.